Record 1
C3H9NO2 | ωB97M-V/def2-TZVPD

Summary:
Total charge: +1
Relative energy (zero: lowest compared OMol25 entry of this formula, charge and spin), kcal/mol: 51.4
Spin multiplicity: 2
HOMO-LUMO gap (spin up / spin down), Ha: 0.375 / 0.181
⟨S²⟩: 0.754

Each line ends with the Löwdin charge.
Positions of all 15 atoms, in Å:
C  -0.37  -1.53  -2.17  0.00
N  -0.42  -0.07  -1.91  0.29
H  -1.12  2.62  2.08  0.23
H  0.48  0.28  -2.20  0.14
H  -0.80  0.31  -1.06  0.13
H  -0.60  -2.13  -1.28  0.12
H  0.63  -1.85  -2.56  0.12
H  -1.15  -1.56  -3.02  0.17
C  0.93  0.25  1.47  -0.01
C  -0.19  0.76  2.31  -0.63
O  -0.27  2.02  1.69  -0.04
O  -0.75  0.30  3.17  0.21
H  0.93  -0.81  1.43  0.07
H  1.96  0.86  1.63  0.17
H  0.74  0.57  0.42  0.04

Record 2
C7H8O | ωB97M-V/def2-TZVPD

Summary:
Total charge: 0
Relative energy (zero: lowest compared OMol25 entry of this formula, charge and spin), kcal/mol: 185.6
HOMO-LUMO gap, Ha: 0.343
Structure (SMILES): CC1=CC=C[C@H]2O[C@H]12

Each line ends with the Löwdin charge.
Positions of all 16 atoms, in Å:
C  0.74  -2.17  0.09  -0.03
C  0.44  -0.59  0.12  -0.23
C  -0.77  -0.45  -0.40  -0.08
C  -1.62  0.83  -0.67  0.01
C  -0.94  1.83  0.02  -0.02
C  0.54  1.66  0.27  -0.34
O  1.58  1.82  1.19  0.01
C  0.67  0.46  1.08  -0.10
H  1.77  -2.28  -0.36  0.06
H  0.14  -2.46  -1.05  0.15
H  0.69  -2.79  0.87  0.01
H  -1.08  -1.30  -1.06  0.09
H  -2.34  0.70  -1.40  0.08
H  -1.27  2.84  -0.15  0.09
H  1.05  1.42  -0.68  0.17
H  0.40  0.50  2.11  0.15

Record 3
C3H8OS | ωB97M-V/def2-TZVPD

Summary:
Total charge: 0
Relative energy (zero: lowest compared OMol25 entry of this formula, charge and spin), kcal/mol: 48.1
HOMO-LUMO gap, Ha: 0.351
Structure (SMILES): CC=O.CS

Each line ends with the Löwdin charge.
Positions of all 13 atoms, in Å:
C  1.68  0.20  0.54  -0.10
C  2.41  -0.28  -0.63  -0.34
O  2.41  -1.43  -1.03  0.04
H  0.81  -0.44  0.75  0.02
H  1.51  1.28  0.59  0.09
H  2.35  0.20  1.38  0.08
H  3.01  0.47  -1.19  0.12
C  -2.99  0.24  0.06  -0.35
S  -1.45  -0.89  -0.34  0.60
H  -3.05  1.04  -0.66  0.01
H  -3.87  -0.43  0.19  0.04
H  -2.62  0.68  1.03  0.02
H  -0.21  -0.64  -0.70  -0.24

Record 4
C26H52ClO10PS | ωB97M-V/def2-TZVPD

Summary:
Total charge: 0
HOMO-LUMO gap, Ha: 0.265
Structure (SMILES): CCP(CC)C1=CC(=O)C(Cl)=C(S)C1=O.COCCOC.COCCOC.COCCOC.COCCOC

Each line ends with the Löwdin charge.
Positions of all 91 atoms, in Å:
C  1.88  4.34  5.99  -0.16
C  1.45  2.87  5.81  -0.42
P  2.01  1.98  4.29  1.01
C  3.87  1.86  4.34  -0.40
C  4.60  2.48  3.13  -0.15
C  1.63  3.01  2.82  -0.29
C  1.78  4.33  2.69  0.01
C  1.42  4.96  1.36  -0.39
O  0.87  6.01  1.24  0.13
C  1.78  4.09  0.18  -0.61
Cl  2.38  4.80  -1.29  0.72
C  1.63  2.76  0.28  -0.56
S  1.97  1.55  -0.96  0.84
C  1.10  2.25  1.61  -0.43
O  0.32  1.36  1.71  0.10
H  1.65  4.64  7.02  0.07
H  2.95  4.48  5.85  0.07
H  1.30  5.01  5.36  0.05
H  1.88  2.31  6.63  0.07
H  0.37  2.75  5.90  0.07
H  4.10  0.80  4.33  0.06
H  4.29  2.27  5.26  0.07
H  4.27  3.50  2.92  0.05
H  5.67  2.54  3.36  0.07
H  4.50  1.86  2.24  0.07
H  2.14  4.94  3.50  0.10
H  2.98  2.02  -1.72  -0.12
C  -1.59  3.46  -1.85  -0.10
O  -1.80  2.06  -1.99  -0.19
C  -2.00  1.39  -0.75  -0.21
C  -3.47  1.07  -0.54  -0.20
O  -4.24  2.25  -0.34  -0.20
C  -4.98  2.62  -1.48  -0.11
H  -1.60  3.90  -2.84  0.09
H  -2.38  3.92  -1.25  0.09
H  -0.62  3.65  -1.39  0.06
H  -1.62  1.99  0.08  0.11
H  -1.44  0.46  -0.79  0.13
H  -3.56  0.46  0.37  0.13
H  -3.85  0.49  -1.38  0.13
H  -5.80  1.91  -1.66  0.09
H  -4.35  2.67  -2.38  0.08
H  -5.41  3.60  -1.30  0.09
C  4.14  -2.77  -3.89  -0.10
O  5.54  -2.93  -3.70  -0.19
C  6.26  -1.72  -3.86  -0.21
C  6.67  -1.15  -2.52  -0.21
O  5.54  -0.70  -1.78  -0.20
C  5.16  -1.60  -0.75  -0.11
H  3.66  -3.71  -3.59  0.07
H  3.74  -1.96  -3.27  0.08
H  3.91  -2.58  -4.94  0.09
H  5.68  -0.99  -4.43  0.13
H  7.16  -1.96  -4.43  0.12
H  7.31  -0.28  -2.69  0.12
H  7.23  -1.88  -1.95  0.13
H  5.90  -1.58  0.05  0.09
H  5.06  -2.62  -1.13  0.08
H  4.20  -1.27  -0.35  0.08
C  -7.17  2.04  1.76  -0.11
O  -8.45  2.55  2.08  -0.19
C  -9.16  3.02  0.94  -0.21
C  -10.22  2.03  0.50  -0.21
O  -9.64  0.84  -0.01  -0.19
C  -9.69  -0.24  0.90  -0.11
H  -6.77  1.57  2.66  0.09
H  -7.22  1.29  0.96  0.08
H  -6.50  2.84  1.46  0.08
H  -8.47  3.23  0.12  0.12
H  -9.64  3.96  1.22  0.12
H  -10.81  2.48  -0.31  0.12
H  -10.90  1.81  1.33  0.13
H  -10.72  -0.59  1.03  0.09
H  -9.28  0.04  1.88  0.08
H  -9.09  -1.05  0.49  0.09
C  3.67  -5.92  -1.63  -0.11
O  3.25  -6.21  -2.95  -0.20
C  3.55  -7.53  -3.36  -0.20
C  2.33  -8.42  -3.32  -0.21
O  1.88  -8.64  -1.99  -0.19
C  0.75  -7.86  -1.64  -0.11
H  3.26  -4.94  -1.35  0.08
H  3.31  -6.66  -0.92  0.09
H  4.76  -5.87  -1.58  0.09
H  4.35  -7.95  -2.73  0.13
H  3.92  -7.48  -4.39  0.13
H  2.59  -9.39  -3.74  0.12
H  1.53  -7.98  -3.93  0.13
H  -0.14  -8.22  -2.17  0.09
H  0.91  -6.80  -1.87  0.08
H  0.59  -7.97  -0.57  0.09

Record 5
C30H32N6O3RuS2 | ωB97M-V/def2-TZVPD

Summary:
Total charge: +1
Relative energy (zero: lowest compared OMol25 entry of this formula, charge and spin), kcal/mol: 0.0
Spin multiplicity: 6
HOMO-LUMO gap (spin up / spin down), Ha: 0.275 / 0.226
⟨S²⟩: 8.763

Each line ends with the Löwdin charge.
Positions of all 74 atoms, in Å:
Ru  1.19  -0.96  0.77  1.48
C  2.70  2.02  1.33  -0.18
C  2.91  1.68  -0.14  -0.18
N  2.99  0.23  -0.35  -0.15
C  4.29  -0.42  -0.10  -0.25
C  4.64  -0.62  1.37  -0.41
S  3.31  -1.34  2.40  0.92
C  3.04  -0.01  3.62  -0.41
C  1.86  0.94  3.37  -0.26
N  1.64  1.21  1.94  -0.13
H  3.62  1.85  1.89  0.10
H  2.49  3.09  1.42  0.13
H  2.06  2.04  -0.72  0.11
H  3.80  2.19  -0.50  0.13
H  2.75  0.02  -1.31  0.10
H  4.22  -1.40  -0.58  0.10
H  5.10  0.14  -0.57  0.13
H  5.48  -1.31  1.43  0.09
H  4.96  0.30  1.85  0.07
H  2.89  -0.50  4.58  0.09
H  3.99  0.53  3.70  0.08
H  0.95  0.48  3.74  0.08
H  2.04  1.86  3.92  0.13
H  0.75  1.70  1.85  0.11
O  -4.12  -1.65  1.88  0.06
C  -3.64  -1.19  3.05  -0.27
C  -4.57  -0.77  4.01  0.00
C  -4.14  -0.28  5.22  -0.07
C  -2.78  -0.19  5.52  -0.08
C  -1.86  -0.59  4.57  -0.03
C  -2.27  -1.09  3.33  -0.09
C  -1.24  -1.48  2.34  -0.44
O  -0.01  -1.12  2.55  -0.21
N  -1.61  -2.13  1.27  0.05
N  -0.55  -2.36  0.42  -0.08
C  -0.78  -3.17  -0.55  -0.05
C  0.16  -3.54  -1.57  -0.15
C  -0.28  -4.41  -2.58  -0.03
C  0.57  -4.83  -3.58  -0.08
C  1.89  -4.39  -3.57  -0.06
C  2.35  -3.54  -2.59  -0.01
C  1.50  -3.09  -1.56  -0.35
O  1.98  -2.27  -0.66  -0.25
H  -3.36  -1.96  1.34  0.06
H  -5.62  -0.85  3.76  0.12
H  -4.87  0.03  5.95  0.11
H  -2.45  0.18  6.48  0.10
H  -0.80  -0.55  4.78  0.10
H  -1.78  -3.62  -0.59  0.14
H  -1.31  -4.75  -2.56  0.12
H  0.22  -5.50  -4.35  0.11
H  2.57  -4.72  -4.35  0.11
H  3.38  -3.20  -2.58  0.11
S  -3.68  1.69  -3.29  1.01
C  -2.33  1.16  -2.25  -0.49
C  -1.20  0.57  -2.79  -0.04
C  -0.18  0.16  -1.95  -0.12
N  -0.24  0.31  -0.62  -0.03
C  -1.33  0.87  -0.10  -0.12
C  -2.40  1.31  -0.87  -0.04
C  -2.95  3.23  -3.84  -0.52
C  -2.26  3.29  -5.04  -0.08
C  -1.71  4.51  -5.42  -0.13
N  -1.81  5.62  -4.70  0.07
C  -2.49  5.55  -3.56  -0.13
C  -3.08  4.39  -3.09  -0.08
H  -1.11  0.41  -3.86  0.12
H  0.69  -0.35  -2.34  0.11
H  -1.37  0.95  0.98  0.11
H  -3.27  1.74  -0.40  0.12
H  -2.15  2.42  -5.67  0.10
H  -1.16  4.60  -6.35  0.11
H  -2.58  6.47  -2.99  0.11
H  -3.64  4.38  -2.16  0.11

Record 6
C2H5FN2O2 | ωB97M-V/def2-TZVPD

Summary:
Total charge: 0
Relative energy (zero: lowest compared OMol25 entry of this formula, charge and spin), kcal/mol: 3.1
HOMO-LUMO gap, Ha: 0.361
Structure (SMILES): O/N=C(/CF)NO

Each line ends with the Löwdin charge.
Positions of all 12 atoms, in Å:
O  -0.83  -1.97  -0.63  -0.06
N  -0.59  -1.10  0.43  0.05
C  0.05  -0.10  0.02  -0.36
C  0.42  0.95  1.01  -0.16
F  0.08  0.52  2.27  -0.02
N  0.53  0.10  -1.27  -0.02
O  0.48  1.42  -1.70  -0.02
H  -1.47  -2.61  -0.28  0.10
H  1.50  1.24  0.96  0.15
H  -0.15  1.85  0.79  0.12
H  0.31  -0.59  -1.99  0.14
H  -0.44  1.64  -1.72  0.09